Entry 1:
Here is C51H57N3O9SSeW as an isolated structure from the OMol25 dataset. Energies are from ωB97M-V/def2-TZVPD.

Atoms and positions in Å:
W 0.2505 0.8023 1.1045
C 0.7927 1.9017 -6.5380
C 0.2641 3.1143 -5.7723
C 1.2129 4.2950 -6.0238
C -1.1291 3.4575 -6.3193
C 0.1665 2.8424 -4.2733
C 0.5420 1.6474 -3.6944
C 0.3915 1.4707 -2.3244
Se 1.0580 -0.0531 -1.4139
C -0.3276 -1.3461 -1.5478
C -0.3345 -2.2976 -2.5587
C -1.2473 -3.3324 -2.5228
C -2.1142 -3.3766 -1.4263
C -2.1278 -2.4566 -0.3855
C -1.2037 -1.3920 -0.4684
O -1.1608 -0.4329 0.4723
C -3.0776 -2.6201 0.8020
C -2.2624 -2.7586 2.0976
C -3.9597 -3.8677 0.6792
C -4.0093 -1.4043 0.8984
C -1.3226 -4.4197 -3.5935
C -2.7234 -4.4272 -4.2220
C -1.0445 -5.7873 -2.9524
C -0.3012 -4.1964 -4.7086
C -0.1324 2.4489 -1.4911
O -0.3457 2.1873 -0.1951
C -0.4585 3.7092 -2.0455
C -0.3040 3.8458 -3.4154
C -0.9304 4.8749 -1.1733
C -1.0850 6.1732 -1.9712
C -2.2941 4.5536 -0.5477
C 0.1115 5.1342 -0.0739
H 0.8241 2.1296 -7.6055
H 0.1499 1.0285 -6.4034
H 1.8062 1.6371 -6.2266
H 1.2940 4.4927 -7.0957
H 2.2112 4.0795 -5.6373
H 0.8560 5.2070 -5.5423
H -1.0736 3.6641 -7.3912
H -1.5474 4.3386 -5.8295
H -1.8216 2.6273 -6.1645
H 0.9628 0.8437 -4.2849
H 0.3971 -2.2236 -3.3531
H -2.8108 -4.1995 -1.3825
H -1.6789 -3.6842 2.0934
H -2.9440 -2.8001 2.9530
H -1.5882 -1.9183 2.2398
H -3.3728 -4.7887 0.6377
H -4.6118 -3.8276 -0.1969
H -4.5999 -3.9271 1.5610
H -3.4606 -0.4965 1.1375
H -4.7472 -1.5727 1.6871
H -4.5491 -1.2514 -0.0396
H -3.4989 -4.6154 -3.4773
H -2.7921 -5.2091 -4.9824
H -2.9386 -3.4669 -4.6959
H -1.7783 -6.0235 -2.1799
H -0.0542 -5.8039 -2.4947
H -1.0887 -6.5765 -3.7076
H -0.4533 -3.2364 -5.2080
H -0.4052 -4.9813 -5.4603
H 0.7241 -4.2328 -4.3324
H -0.5602 4.7965 -3.8605
H -1.8505 6.0901 -2.7468
H -0.1468 6.4864 -2.4360
H -1.3972 6.9660 -1.2885
H -3.0468 4.4141 -1.3286
H -2.6140 5.3867 0.0843
H -2.2607 3.6504 0.0563
H 1.0611 5.4516 -0.5122
H 0.2869 4.2401 0.5181
H -0.2388 5.9254 0.5948
N -2.9251 3.3409 3.4692
C -1.8460 2.7875 2.8565
S -2.1155 1.5577 1.7031
N -0.6795 3.2448 3.1682
N 0.3711 2.6825 2.4532
C 1.4596 3.3314 2.6859
C 2.7730 3.0906 2.1688
C 3.8555 3.8150 2.6880
C 5.1230 3.6308 2.1875
C 5.3199 2.7266 1.1415
C 4.2691 2.0149 0.6039
C 2.9833 2.1949 1.1197
O 1.9638 1.5578 0.5642
H -3.8076 2.8667 3.4459
H -2.7428 3.9939 4.2115
H 1.3520 4.1670 3.3701
H 3.6781 4.5167 3.4955
H 5.9590 4.1848 2.5933
H 6.3171 2.5780 0.7457
H 4.4110 1.2957 -0.1895
O 3.3312 -0.9346 1.0625
C 2.3051 -1.5709 1.1147
O 1.0717 -1.0834 1.1175
C 2.3168 -3.0673 1.1746
C 3.5191 -3.7109 1.4455
C 3.5717 -5.0951 1.4808
C 2.4258 -5.8404 1.2317
C 1.2269 -5.1990 0.9524
C 1.1689 -3.8133 0.9305
H 4.4021 -3.1101 1.6194
H 4.5075 -5.5950 1.6969
H 2.4694 -6.9225 1.2544
H 0.3330 -5.7746 0.7509
H 0.2380 -3.3073 0.7101
O -0.4048 -0.0492 2.9632
C 0.7258 -0.0051 3.5499
O 1.6396 0.5302 2.8774
C 0.9174 -0.5580 4.8917
C 2.1844 -0.5317 5.4565
C 2.4154 -1.0690 6.7219
C 1.3313 -1.6187 7.3618
O 1.2924 -2.1957 8.5941
C -0.0447 -2.6685 8.7786
O -0.8140 -2.2408 7.6586
C 0.0637 -1.6456 6.7930
C -0.1839 -1.1252 5.5547
H 2.9959 -0.0902 4.8931
H 3.3949 -1.0606 7.1796
H -0.4557 -2.2345 9.6888
H -0.0369 -3.7587 8.8214
H -1.1641 -1.1425 5.0970

Computed properties:
E (eV): -154721.3554
E_LUMO (eV): -0.7
Charge: 0
HOMO-LUMO gap (eV): 7.1
Molar mass (g mol⁻¹): 1150.90
ΔE to the lowest compared entry with this formula, charge and spin (eV): 0.000

---

Entry 2:
Here is C23H25N5OSTc as an isolated structure from the OMol25 dataset. Energies are from ωB97M-V/def2-TZVPD.

Atoms and positions in Å:
Tc -0.2233 -0.2744 -0.4979
S 1.6030 -0.1546 0.7770
C 2.3718 1.1169 -0.0831
N 3.6139 1.4516 0.3910
N 4.3244 2.3866 -0.0471
C 4.1090 3.4921 -0.9227
C 5.2445 3.9346 -1.5960
C 5.1464 5.0382 -2.4247
C 3.9349 5.7062 -2.5364
C 2.8209 5.2801 -1.8162
C 2.8946 4.1655 -1.0049
N 1.8825 1.6044 -1.2094
N 0.7443 1.0635 -1.5525
C 0.2895 1.3947 -2.8593
C 1.0489 2.1607 -3.7396
C 0.5639 2.3944 -5.0129
C -0.6588 1.8654 -5.4142
C -1.4121 1.1011 -4.5341
C -0.9397 0.8714 -3.2534
H 5.2600 2.3605 0.3576
H 6.1877 3.4135 -1.4840
H 6.0148 5.3823 -2.9679
H 3.8600 6.5774 -3.1726
H 1.8935 5.8318 -1.8811
H 2.0379 3.8524 -0.4275
H 2.0006 2.5632 -3.4248
H 1.1472 2.9859 -5.7046
H -1.0248 2.0508 -6.4142
H -2.3685 0.7006 -4.8390
H -1.5741 0.3153 -2.5636
C -0.3204 -3.9543 -1.9545
N -0.7652 -4.2980 -0.6052
C -0.9000 -5.7084 -0.1914
C -1.0241 -3.3534 0.2564
O -0.9262 -2.1231 0.0068
H -0.2545 -4.8627 -2.5434
H 0.6626 -3.4822 -1.9246
H -1.0380 -3.2794 -2.4203
H -0.7112 -6.3388 -1.0536
H -1.9095 -5.8968 0.1663
H -0.1762 -5.9471 0.5845
H -1.3617 -3.6665 1.2457
C -1.4422 1.0019 0.5966
C -1.7390 2.2637 -0.1224
C -2.8406 2.3545 -0.9700
C -3.1010 3.5283 -1.6639
C -2.2603 4.6200 -1.5158
C -1.1685 4.5449 -0.6546
C -0.9114 3.3772 0.0382
H -2.3097 0.3303 0.6680
H -0.9941 1.1412 1.5775
H -3.5137 1.5100 -1.0705
H -3.9676 3.5939 -2.3075
H -2.4676 5.5383 -2.0477
H -0.5387 5.4126 -0.5077
H -0.0815 3.3255 0.7353

Computed properties:
E (eV): -46771.0111
E_LUMO (spin up / spin down) (eV): -8.4 / -7.9
Charge: +2
Spin multiplicity: 2
HOMO-LUMO gap (spin up / spin down) (eV): 5.6 / 5.9
Expectation value of S²: 1.062
Molar mass (g mol⁻¹): 517.55

---

Entry 3:
Here is one molecule with the formula C2H2ClN3O at a distorted geometry from the OMol25 dataset. Energies are from ωB97M-V/def2-TZVPD.

Atoms and positions in Å:
O 1.7772 1.0570 -1.2012
N 0.5545 0.5803 -0.7662
C 0.5573 -0.3384 0.1042
Cl 1.9783 -0.9957 0.8381
N -0.6036 -1.0155 0.4283
C -1.8264 -0.3955 0.6188
N -1.4035 -0.7407 1.7346
H 1.5637 1.7864 -1.8028
H -2.5975 0.0621 0.0462

Computed properties:
E (eV): -21141.4610
E_LUMO (eV): 0.6
Charge: 0
SMILES: O/N=C(\Cl)N1C=N1
HOMO-LUMO gap (eV): 10.1
Molar mass (g mol⁻¹): 119.51
ΔE to the lowest compared entry with this formula, charge and spin (eV): 4.187

---

Look up the molar mass of the second one.
517.55 g mol⁻¹